ORCA calculation (ωB97M-V/def2-TZVPD) on 13 unconnected molecules or ions with the total composition C20H66O20 at a distorted geometry.

## Properties
Gap between HOMO and LUMO = 0.357 hartree
Multiplicity = 1
Relative energy (zero: lowest compared OMol25 entry of this formula, charge and spin) = 6.609 eV
Total energy = -2305.97990 hartree
Highest occupied orbital energy = -9.81 eV

Last column: Löwdin charge in e.
CARTESIAN COORDINATES (ANGSTROEM)
C: -25.23885 -11.68371 5.25704  -0.197
O: -26.44074 -12.39259 5.38081  -0.100
H: -24.44317 -12.02295 4.59378  0.069
H: -25.48445 -10.68482 4.89648  0.081
H: -24.58875 -11.70919 6.13158  0.073
H: -26.19176 -13.27599 5.66226  0.076
C: -25.25492 1.17760 -0.78866  -0.206
O: -24.46270 1.48612 0.30161  -0.101
H: -26.23291 0.86948 -0.41891  0.079
H: -25.39515 1.92810 -1.56660  0.078
H: -24.96568 0.24976 -1.28218  0.073
H: -23.56507 1.57535 -0.02688  0.078
C: -23.59575 4.29623 6.07847  -0.142
O: -22.58521 5.23537 6.46559  -0.153
H: -24.43976 4.93858 5.82719  0.078
H: -23.23790 3.67697 5.25594  0.076
H: -23.74038 3.84162 7.05853  0.078
H: -21.81061 4.72467 6.71212  0.062
C: -20.81885 -3.68995 -0.55634  -0.216
O: -19.78865 -2.79278 -0.52992  -0.099
H: -20.42051 -4.64344 -0.90314  0.083
H: -21.50088 -3.79075 0.28793  0.079
H: -21.43683 -3.40392 -1.40745  0.075
H: -20.24634 -1.95589 -0.63823  0.079
C: -28.23761 -6.96576 8.98233  -0.184
O: -27.57584 -6.03956 8.13675  -0.108
H: -28.99616 -7.66930 8.63922  0.073
H: -27.58398 -7.37698 9.75158  0.080
H: -28.96801 -6.43538 9.59333  0.065
H: -28.20963 -5.35541 7.90904  0.073
C: -16.87822 -3.82201 4.67665  -0.137
O: -17.64313 -3.01663 5.63874  -0.136
H: -15.99347 -4.36204 5.01382  0.077
H: -17.59385 -4.40270 4.09460  0.072
H: -16.60426 -3.14875 3.86439  0.067
H: -18.02123 -3.68534 6.21448  0.057
C: -16.61190 3.17694 1.58471  -0.233
C: -16.66345 1.71118 1.95541  -0.256
O: -17.94544 1.47467 2.46197  -0.067
O: -16.99654 3.38433 0.21007  -0.070
H: -15.66235 3.68445 1.75473  0.111
H: -17.22911 3.76684 2.26234  0.115
H: -16.01938 1.47923 2.80363  0.115
H: -16.35408 1.04912 1.14666  0.123
H: -17.99139 0.57121 2.78330  0.084
H: -16.96961 4.32567 0.02364  0.077
C: -16.13066 3.94093 9.58835  -0.165
C: -16.65283 3.14586 8.34151  -0.272
O: -17.76788 3.73564 7.72439  -0.069
O: -15.62473 5.19516 8.99822  -0.100
H: -15.41378 3.24527 10.02451  0.115
H: -16.95180 4.25477 10.23281  0.112
H: -16.80177 2.08289 8.53126  0.112
H: -15.84606 3.20638 7.61106  0.112
H: -18.08945 3.07983 7.10141  0.085
H: -16.18559 5.54056 8.29984  0.069
C: -23.07049 -2.92610 5.97571  -0.262
C: -22.99174 -1.93190 4.89090  -0.208
O: -24.21212 -1.96525 4.03676  -0.090
O: -22.93284 -4.34099 5.72723  -0.063
H: -24.02554 -2.79487 6.48441  0.122
H: -22.30537 -2.76027 6.73413  0.121
H: -22.09959 -2.14700 4.30278  0.117
H: -22.95678 -0.91205 5.27403  0.119
H: -24.16383 -1.22729 3.42464  0.066
H: -23.84044 -4.58557 5.53214  0.077
C: -29.37020 5.18410 3.07954  -0.262
C: -29.92462 3.76516 3.54247  -0.194
O: -28.75345 3.04974 3.95069  -0.087
O: -28.70030 5.08503 1.86089  -0.061
H: -28.64362 5.58881 3.78410  0.113
H: -30.18859 5.90388 3.09514  0.108
H: -30.44942 3.32353 2.69532  0.109
H: -30.57854 3.76023 4.41451  0.114
H: -28.05233 3.36199 3.37402  0.067
H: -28.54143 5.97643 1.54188  0.092
C: -27.40173 -9.06952 0.23112  -0.243
C: -28.22286 -10.19712 0.88395  -0.250
O: -28.90126 -9.75296 2.05228  -0.067
O: -26.28421 -8.67319 1.01834  -0.060
H: -28.11115 -8.24305 0.18907  0.113
H: -27.30468 -9.34419 -0.81923  0.114
H: -27.56774 -11.00658 1.20598  0.119
H: -28.94856 -10.50969 0.13311  0.112
H: -28.47092 -10.26564 2.74045  0.076
H: -26.46696 -7.99621 1.67402  0.086
C: -30.73673 -3.55844 3.99731  -0.227
C: -29.90696 -4.32918 2.89352  -0.265
O: -29.05833 -3.57967 2.10743  -0.049
O: -30.11237 -2.80164 5.05079  -0.073
H: -31.29309 -4.32755 4.53307  0.112
H: -31.46807 -2.95564 3.45890  0.107
H: -30.65287 -4.80635 2.25788  0.122
H: -29.37387 -5.02538 3.54099  0.108
H: -28.52425 -2.95283 2.60083  0.088
H: -29.69480 -1.98038 4.78103  0.077
C: -18.95126 -8.08065 9.77640  -0.246
C: -17.39216 -8.43263 10.01794  -0.185
O: -16.75648 -8.93732 8.80323  -0.077
O: -18.90754 -7.16281 8.74912  -0.079
H: -19.50637 -7.77905 10.66465  0.111
H: -19.45787 -8.95513 9.36808  0.112
H: -17.35515 -9.08397 10.89114  0.105
H: -16.85925 -7.51842 10.27932  0.104
H: -17.28272 -8.49061 8.13606  0.057
H: -19.77104 -7.01826 8.35534  0.098

Atoms 1-3, force components in eV/Å:
C 1.3 0.8 -0.2
O 0.4 -0.5 -0.2
H -0.7 -0.8 -1.2